# 1
The following is a DFT calculation (ωB97M-V/def2-TZVPD) of one molecule with the formula C3H9NP2 at a distorted geometry.

Structure (ORCA input):
```
! RIJCOSX wB97M-V def2-TZVPD def2/J DEFGRID3
* xyz 0 1
C 1.45 1.89 0.66
C 1.27 -1.12 0.07
C 0.12 -0.28 -0.68
N -1.32 -0.87 -0.45
P 0.00 1.42 -0.07
P -2.27 0.18 0.60
H 1.56 2.87 0.87
H 2.30 1.21 0.74
H 1.07 -1.38 1.10
H 2.08 -0.47 -0.05
H 1.39 -2.05 -0.35
H 0.39 -0.35 -1.78
H -1.69 -1.14 -1.41
H -3.31 -0.65 1.19
H -3.04 0.74 -0.43
*
```

Computed properties:
ΔE to the lowest compared entry with this formula, charge and spin   60.20 kcal/mol
Kohn-Sham gap   8.518 eV
HOMO level   -0.3031 hartree
SMILES   C=P1=[PH2]N[C@@H]1C
F_max   0.0964 Eh/bohr

Results of the Mulliken charge analysis, in e, for atoms 1 through 4:
1 C -0.621
2 C -1.398
3 C 0.211
4 N -0.542

***

# 2
The following is a DFT calculation (ωB97M-V/def2-TZVPD) of C3H6N4O as an isolated structure at a distorted geometry.

Structure (ORCA input):
```
! RIJCOSX wB97M-V def2-TZVPD def2/J DEFGRID3
* xyz 0 1
C -0.68 -1.49 0.09
C -1.14 -0.24 -0.03
C -0.03 0.72 -0.16
H 2.21 1.50 -0.55
H 2.61 0.17 1.20
H 1.30 -2.23 -0.43
H -1.40 -2.37 0.24
H -2.69 -0.35 0.78
H -0.96 2.34 0.16
N 2.35 0.25 -0.14
N 0.94 -0.11 -0.20
N 0.79 -1.53 0.17
N 0.10 2.00 0.29
O -2.41 0.34 -0.20
*
```

Computed properties:
ΔE to the lowest compared entry with this formula, charge and spin   200.36 kcal/mol
Kohn-Sham gap   8.245 eV
HOMO level   -0.2986 hartree
F_max   0.1812 Eh/bohr

Results of the Mulliken charge analysis, in e, for atoms 1 through 4:
1 C -0.289
2 C 0.104
3 C 0.511
4 H 0.371

***

# 3
The following is a DFT calculation (ωB97M-V/def2-TZVPD) of C20H15N3O4S5SbW as an isolated structure at a distorted geometry.

Structure (ORCA input):
```
! RIJCOSX wB97M-V def2-TZVPD def2/J DEFGRID3
* xyz 0 2
W 2.45 0.28 -0.28
S 5.71 1.16 3.17
Sb 4.18 0.15 1.88
S 2.14 1.52 1.77
S 4.69 0.82 -0.52
O 1.32 -0.97 -4.04
C 1.31 -0.56 -2.91
O 2.38 -0.46 -2.12
C 0.06 -0.16 -2.15
C -1.17 0.05 -2.53
C -2.23 0.37 -1.51
C -1.69 0.72 1.03
C -2.44 1.14 2.12
C -2.31 0.58 3.39
C -1.41 -0.46 3.58
C -0.63 -0.89 2.53
C -0.75 -0.30 1.28
N 0.40 0.16 -0.79
H -1.45 -0.08 -3.57
H -3.09 0.78 -2.03
H -3.13 1.96 1.99
H -2.91 0.95 4.21
H -1.30 -0.91 4.56
H 0.10 -1.68 2.67
O -2.58 -0.89 -0.95
C -1.88 1.44 -0.34
C -3.12 2.32 -0.29
C -3.12 3.63 -0.44
C -1.86 4.41 -0.64
C -0.70 3.79 -0.70
C -0.63 2.32 -0.60
C 0.50 1.67 -0.68
O 1.77 1.98 -1.04
N 0.10 -0.81 0.25
N 1.46 -1.25 0.67
C 1.87 -2.36 0.06
S 0.83 -3.48 -0.72
C 2.08 -4.78 -0.91
C 3.36 -4.40 -0.17
S 3.56 -2.61 -0.36
H -3.45 -0.81 -0.53
H -4.07 1.81 -0.14
H -4.06 4.17 -0.42
H -1.92 5.49 -0.74
H 0.22 4.33 -0.85
H 2.24 -4.93 -1.98
H 1.64 -5.69 -0.48
H 4.23 -4.88 -0.60
H 3.30 -4.64 0.89
*
```

Computed properties:
ΔE to the lowest compared entry with this formula, charge and spin   195.10 kcal/mol
Kohn-Sham gap (spin up / spin down)   5.208 / 5.378 eV
HOMO level (spin up / spin down)   -0.2679 / -0.2682 hartree
Expectation value of S²   0.77
F_max   0.1256 Eh/bohr

Results of the Mulliken charge analysis, in e, for atoms 1 through 4:
1 W 0.745
2 S -0.570
3 Sb 0.240
4 S -0.429

***

# 4
The following is a DFT calculation (ωB97M-V/def2-TZVPD) of a 2-piece molecular cluster, C3H11N2O overall at a distorted geometry.

Structure (ORCA input):
```
! RIJCOSX wB97M-V def2-TZVPD def2/J DEFGRID3
* xyz 0 2
C 1.30 1.59 0.64
C -0.19 1.71 0.82
N -1.06 0.72 0.13
C -0.69 -0.57 -0.07
N -1.56 -1.44 -0.63
H 1.60 1.05 -0.27
H 1.75 2.58 0.58
H 1.83 1.11 1.47
H -0.45 1.70 1.88
H -0.72 2.65 0.74
H -1.80 1.17 -0.45
H 0.28 -0.85 0.29
H -2.49 -1.11 -0.83
H -1.34 -2.27 -1.17
H 1.63 -2.35 -1.61
H 1.06 -3.15 -0.40
O 0.83 -2.54 -1.12
*
```

Computed properties:
ΔE to the lowest compared entry with this formula, charge and spin   17.15 kcal/mol
Kohn-Sham gap (spin up / spin down)   4.707 / 9.079 eV
HOMO level (spin up / spin down)   -0.1436 / -0.3057 hartree
Expectation value of S²   0.75
F_max   0.0551 Eh/bohr

Results of the Mulliken charge analysis, in e, for atoms 1 through 4:
1 C -1.171
2 C -0.490
3 N -0.240
4 C -0.355

***

# 5
The following is a DFT calculation (ωB97M-V/def2-TZVPD) of one molecule with the formula CH4N2O3 at a distorted geometry.

Structure (ORCA input):
```
! RIJCOSX wB97M-V def2-TZVPD def2/J DEFGRID3
* xyz 0 1
N 0.46 0.13 -0.48
C -0.76 0.56 -0.03
N 1.16 -0.99 -0.18
O 1.14 1.35 0.10
O -1.43 -0.69 0.13
O -1.36 1.58 -0.26
H 1.07 1.64 1.02
H -2.37 -0.55 -0.07
H 1.20 -1.64 -0.95
H 0.90 -1.39 0.72
*
```

Computed properties:
ΔE to the lowest compared entry with this formula, charge and spin   36.82 kcal/mol
Kohn-Sham gap   10.403 eV
HOMO level   -0.3709 hartree
SMILES   NN(O)C(=O)O
F_max   0.1289 Eh/bohr

Results of the Mulliken charge analysis, in e, for atoms 1 through 4:
1 N 0.197
2 C 0.529
3 N -0.428
4 O -0.473

***

# 6
The following is a DFT calculation (ωB97M-V/def2-TZVPD) of C12H25Br2NO3P as an isolated structure at a distorted geometry.

Structure (ORCA input):
```
! RIJCOSX wB97M-V def2-TZVPD def2/J DEFGRID3
* xyz 1 1
C 4.60 0.88 1.59
C 3.77 0.85 0.27
C 3.88 -0.56 -0.30
C 2.35 1.29 0.59
C 1.36 1.21 -0.59
C -0.04 1.55 -0.10
C -0.98 1.81 -1.26
N -2.36 1.80 -0.67
C -2.71 0.37 -0.34
C -1.56 -0.30 0.45
C -0.89 -1.47 -0.34
Br 0.65 -2.02 0.73
C -1.83 -2.68 -0.55
C -2.80 -2.50 -1.73
Br -0.76 -4.27 -1.04
P -2.29 -0.97 2.10
O -2.50 0.42 2.93
O -3.81 -1.41 1.66
O -0.60 0.65 0.88
H 4.02 1.38 2.36
H 4.73 -0.14 1.94
H 5.56 1.35 1.46
H 4.27 1.51 -0.44
H 4.91 -0.76 -0.56
H 3.29 -0.71 -1.20
H 3.62 -1.28 0.47
H 1.95 0.79 1.46
H 2.41 2.35 0.86
H 1.66 2.00 -1.28
H 1.42 0.24 -1.07
H 0.08 2.50 0.42
H -0.94 1.09 -2.07
H -0.81 2.82 -1.61
H -3.04 2.16 -1.34
H -2.35 2.36 0.19
H -3.63 0.43 0.23
H -2.92 -0.11 -1.29
H -0.58 -1.13 -1.32
H -2.36 -2.98 0.34
H -3.71 -1.99 -1.42
H -2.31 -2.00 -2.56
H -3.11 -3.48 -2.06
H -1.71 0.46 3.51
H -3.93 -1.54 0.71
*
```

Computed properties:
Kohn-Sham gap   8.496 eV
HOMO level   -0.4372 hartree
F_max   0.0378 Eh/bohr

Results of the Mulliken charge analysis, in e, for atoms 1 through 4:
1 C -1.465
2 C 0.831
3 C -1.520
4 C -1.143

***

# 7
The following is a DFT calculation (ωB97M-V/def2-TZVPD) of C28H36I2O3PSi2Sn as an isolated structure.

Structure (ORCA input):
```
! RIJCOSX wB97M-V def2-TZVPD def2/J DEFGRID3
* xyz 1 1
Sn 0.04 0.76 -1.11
O 2.27 2.82 -1.43
C 1.90 1.97 -0.69
C 2.60 1.58 0.57
C 3.98 1.80 0.62
C 4.71 1.39 1.72
C 4.06 0.78 2.78
C 2.69 0.58 2.75
C 1.95 0.97 1.65
P 0.14 0.79 1.57
C -0.20 -0.74 2.49
C -1.15 -0.95 3.48
C -1.35 -2.23 3.99
C -0.63 -3.31 3.51
C 0.31 -3.11 2.50
C 0.51 -1.84 1.99
C -0.48 2.35 2.28
C 0.03 3.53 1.71
C -0.46 4.76 2.11
C -1.45 4.84 3.07
C -1.95 3.69 3.64
C -1.48 2.45 3.24
H 4.46 2.29 -0.23
H 5.78 1.55 1.75
H 4.63 0.46 3.65
H 2.20 0.11 3.59
H -1.73 -0.15 3.90
H -2.08 -2.38 4.78
H -0.79 -4.30 3.91
H 0.88 -3.94 2.12
H 1.25 -1.69 1.21
H 0.80 3.51 0.96
H -0.05 5.66 1.66
H -1.83 5.81 3.38
H -2.73 3.74 4.39
H -1.90 1.57 3.70
I 0.13 2.76 -3.71
I -0.54 4.92 -2.34
C 2.74 -1.68 -0.99
Si 1.44 -1.92 -2.31
C 1.37 -3.75 -2.63
C 1.94 -0.97 -3.84
C -0.24 -1.25 -1.71
Si -1.75 -1.60 -2.84
C -3.33 -1.16 -1.98
C -1.63 -0.65 -4.42
C -1.77 -3.43 -3.20
H 3.74 -1.79 -1.43
H 2.65 -2.44 -0.21
H 2.73 -0.71 -0.50
H 2.39 -4.15 -2.63
H 0.91 -4.00 -3.58
H 0.82 -4.26 -1.84
H 3.01 -1.08 -4.03
H 1.74 0.10 -3.74
H 1.40 -1.32 -4.72
H -0.46 -1.71 -0.73
H -3.45 -0.08 -1.92
H -3.38 -1.58 -0.97
H -4.18 -1.56 -2.55
H -1.47 0.42 -4.25
H -2.57 -0.73 -4.98
H -0.83 -1.01 -5.07
H -1.53 -4.03 -2.32
H -1.07 -3.69 -3.99
H -2.77 -3.72 -3.53
C -3.29 1.10 0.63
C -2.59 2.18 -0.17
O -2.94 3.33 -0.10
O -1.66 1.79 -1.06
H -4.21 0.83 0.11
H -3.57 1.51 1.60
H -2.70 0.19 0.74
*
```

Computed properties:
Kohn-Sham gap   7.396 eV
HOMO level   -0.4181 hartree
F_max   0.0154 Eh/bohr

Results of the Mulliken charge analysis, in e, for atoms 1 through 4:
1 Sn 0.140
2 O -0.506
3 C 0.323
4 C 0.207

***

# 8
The following is a DFT calculation (ωB97M-V/def2-TZVPD) of C17H16BiBr2N6S4 as an isolated structure.

Structure (ORCA input):
```
! RIJCOSX wB97M-V def2-TZVPD def2/J DEFGRID3
* xyz 1 1
Bi 1.04 -0.34 0.14
C 1.68 -0.96 4.68
C 1.50 -1.11 3.21
N 1.61 -0.12 2.39
N 1.89 1.09 2.93
C 1.94 2.12 2.11
N 2.19 3.31 2.68
S 1.73 2.14 0.38
C 1.19 -2.44 2.64
C 1.20 -3.60 3.39
C 0.93 -4.81 2.77
C 0.63 -4.84 1.42
C 0.62 -3.64 0.73
N 0.89 -2.48 1.33
H 1.47 0.07 4.97
H 1.03 -1.63 5.23
H 2.72 -1.17 4.96
H 2.34 3.35 3.67
H 2.25 4.14 2.12
H 1.44 -3.57 4.44
H 0.94 -5.73 3.34
H 0.40 -5.76 0.91
H 0.37 -3.59 -0.32
Br -2.67 -3.22 1.82
C -3.52 -2.65 0.20
Br -2.32 -2.57 -1.30
H -3.92 -1.66 0.36
H -4.30 -3.36 -0.04
S -2.03 5.10 -1.86
C -1.71 3.57 -1.41
S -2.10 2.99 0.21
C -1.47 1.44 -0.19
N -1.01 1.33 -1.38
N -1.14 2.52 -2.08
C -0.78 2.46 -3.47
C -0.36 3.59 -4.15
C -0.05 3.50 -5.51
C -0.15 2.29 -6.17
C -0.55 1.16 -5.48
C -0.87 1.24 -4.13
S -1.31 0.13 0.96
H -0.26 4.54 -3.65
H 0.26 4.39 -6.04
H 0.09 2.23 -7.23
H -0.63 0.20 -5.98
H -1.19 0.36 -3.59
*
```

Computed properties:
Kohn-Sham gap   6.206 eV
HOMO level   -0.3813 hartree
F_max   0.0107 Eh/bohr

Results of the Mulliken charge analysis, in e, for atoms 1 through 4:
1 Bi 0.845
2 C -1.537
3 C 0.663
4 N 0.544

***

# 9
The following is a DFT calculation (ωB97M-V/def2-TZVPD) of C38H47MgN5O as an isolated structure at a distorted geometry.

Structure (ORCA input):
```
! RIJCOSX wB97M-V def2-TZVPD def2/J DEFGRID3
* xyz -2 1
Mg -0.59 0.24 -0.99
N 4.30 2.08 0.45
N -0.07 0.56 -3.90
C -2.26 0.62 0.99
C -1.61 1.87 0.83
C -0.59 1.96 1.86
C 0.30 3.01 2.08
H 0.16 3.95 1.54
H 1.72 2.65 1.25
H 0.99 2.97 2.94
C -0.56 0.69 2.55
C 0.33 0.35 3.68
H -0.13 0.64 4.64
H 1.31 0.84 3.64
H 0.50 -0.73 3.74
C -1.58 -0.11 2.03
C -1.86 -1.48 2.50
H -0.97 -2.12 2.38
H -2.69 -1.93 1.96
H -2.11 -1.48 3.58
C -2.04 2.99 -0.05
H -2.80 3.65 0.42
H -2.48 2.64 -0.99
H -1.19 3.64 -0.33
C -3.59 0.27 0.43
H -3.71 -0.81 0.32
H -3.77 0.73 -0.55
H -4.42 0.61 1.09
C 5.37 1.40 0.03
H 6.25 1.72 0.59
C 5.32 0.40 -0.95
H 6.27 -0.11 -1.11
C 4.13 0.15 -1.65
H 4.14 -0.63 -2.38
C 3.01 0.88 -1.34
H 2.12 0.92 -1.99
C 3.13 1.70 -0.14
C 2.04 2.40 0.25
H 1.16 2.43 -0.43
C -1.23 0.17 -3.22
C -0.47 1.74 -4.54
H 0.21 2.55 -4.87
C -1.80 1.52 -4.93
H -2.32 2.02 -5.76
N -2.28 0.53 -4.05
C -3.59 0.14 -3.74
C -4.56 1.12 -3.87
C -5.89 0.75 -3.61
H -6.68 1.46 -3.80
C -6.19 -0.52 -3.11
C -7.59 -0.99 -2.98
H -7.67 -1.73 -2.19
H -7.90 -1.47 -3.90
H -8.26 -0.17 -2.78
C -5.15 -1.40 -2.77
H -5.39 -2.37 -2.34
C -3.81 -1.06 -3.02
C -2.76 -2.00 -2.49
H -1.87 -2.06 -3.13
H -3.21 -3.02 -2.41
H -2.44 -1.77 -1.45
C -4.21 2.56 -4.10
H -3.55 2.77 -4.95
H -3.74 3.03 -3.21
H -5.11 3.14 -4.38
C 4.28 -0.53 5.33
C 4.49 -1.81 4.55
N 3.93 -1.75 3.17
C 4.57 -0.81 2.28
C 6.01 -0.50 2.67
C 2.91 -2.59 2.77
O 2.50 -3.47 3.49
C 2.32 -2.43 1.37
C 2.08 -3.58 0.61
C 1.33 -3.49 -0.55
C 0.83 -2.25 -0.96
N 0.96 -1.15 -0.17
C 1.81 -1.21 0.89
H 4.91 0.29 4.98
H 4.54 -0.70 6.38
H 3.23 -0.21 5.29
H 5.57 -1.98 4.44
H 4.05 -2.67 5.06
H 4.54 -1.21 1.26
H 3.99 0.13 2.24
H 6.55 -1.42 2.92
H 6.51 -0.02 1.83
H 6.04 0.18 3.53
H 2.51 -4.53 0.94
H 1.08 -4.37 -1.14
H 0.32 -2.12 -1.93
H 2.09 -0.26 1.34
*
```

Computed properties:
ΔE to the lowest compared entry with this formula, charge and spin   4.97 kcal/mol
Kohn-Sham gap (spin up / spin down)   3.586 / 2.826 eV
HOMO level (spin up / spin down)   0.0115 / 0.0393 hartree
F_max   0.1069 Eh/bohr

Results of the Mulliken charge analysis, in e, for atoms 1 through 4:
1 Mg 1.071
2 N -0.768
3 N -0.416
4 C 1.201

***

# 10
The following is a DFT calculation (ωB97M-V/def2-TZVPD) of a 2-piece molecular cluster, C2HCl4NO overall at a distorted geometry.

Structure (ORCA input):
```
! RIJCOSX wB97M-V def2-TZVPD def2/J DEFGRID3
* xyz 0 1
C -1.57 -0.36 0.17
C 1.78 -0.20 -0.05
N -0.70 0.62 -0.17
O -1.20 -1.54 0.33
Cl 1.63 -1.30 1.30
Cl 1.65 -0.75 -1.64
Cl 2.25 1.38 0.17
Cl -1.07 2.27 -0.43
H -2.78 -0.11 0.32
*
```

Computed properties:
ΔE to the lowest compared entry with this formula, charge and spin   76.99 kcal/mol
Kohn-Sham gap (spin up / spin down)   6.185 / 5.379 eV
HOMO level (spin up / spin down)   -0.3144 / -0.3020 hartree
F_max   0.0555 Eh/bohr

Results of the Mulliken charge analysis, in e, for atoms 1 through 4:
1 C 0.175
2 C 0.473
3 N -0.303
4 O -0.564

***

# 11
The following is a DFT calculation (ωB97M-V/def2-TZVPD) of one molecule with the formula C9H17NO2 at a distorted geometry.

Structure (ORCA input):
```
! RIJCOSX wB97M-V def2-TZVPD def2/J DEFGRID3
* xyz 0 1
C 0.65 0.44 0.90
C -0.50 -0.01 1.84
C 0.09 0.25 -0.53
C 1.24 1.90 1.17
C -1.20 0.80 2.67
C -0.63 -1.50 1.85
C 0.02 -1.99 -1.56
C 1.17 -0.02 -2.76
C 0.82 -0.65 -1.43
N -1.02 0.79 -0.93
O -1.63 1.73 -0.03
O -1.68 0.65 -1.97
H 1.46 -0.24 1.01
H 1.87 2.21 0.43
H 1.77 1.82 2.13
H 0.33 2.67 1.14
H -2.49 1.97 -0.55
H -1.06 1.89 2.77
H -1.87 0.41 3.43
H -0.49 -1.85 2.84
H -0.04 -2.10 1.02
H -1.77 -1.82 1.70
H 0.40 -2.78 -0.88
H 0.05 -2.39 -2.62
H -0.97 -1.80 -1.33
H 1.89 -0.68 -3.44
H 1.67 0.90 -2.67
H 0.17 0.33 -3.29
H 1.75 -0.95 -0.89
*
```

Computed properties:
ΔE to the lowest compared entry with this formula, charge and spin   128.83 kcal/mol
Kohn-Sham gap   9.442 eV
HOMO level   -0.3165 hartree
SMILES   C=C(C)[C@H](C)/C(C(C)C)=[N+](/[O-])O
F_max   0.0977 Eh/bohr

Results of the Mulliken charge analysis, in e, for atoms 1 through 4:
1 C -0.044
2 C 0.924
3 C -0.111
4 C -1.661

***

# 12
The following is a DFT calculation (ωB97M-V/def2-TZVPD) of one molecule with the formula CH10N2Si2 at a distorted geometry.

Structure (ORCA input):
```
! RIJCOSX wB97M-V def2-TZVPD def2/J DEFGRID3
* xyz 0 1
C -0.13 0.16 1.01
N 2.22 -0.18 -0.99
N -2.92 -0.41 -0.23
Si 1.75 0.31 0.67
Si -1.31 0.21 -0.46
H -0.25 -0.80 1.64
H -0.48 1.03 1.65
H 2.33 0.53 -1.68
H 2.33 -1.06 -1.49
H -3.41 -1.23 -0.64
H -3.71 0.31 -0.29
H 2.66 -0.37 1.57
H 1.99 1.71 0.46
H -0.38 -0.58 -1.32
H -1.90 1.53 -0.75
*
```

Computed properties:
ΔE to the lowest compared entry with this formula, charge and spin   0.00 kcal/mol
Kohn-Sham gap   9.877 eV
HOMO level   -0.3290 hartree
SMILES   N[SiH2]C[SiH2]N
F_max   0.0580 Eh/bohr

Results of the Mulliken charge analysis, in e, for atoms 1 through 4:
1 C -0.701
2 N -0.478
3 N -0.528
4 Si 0.396